Computed, not measured: one molecule with the formula C4H10O2 in a non-equilibrium geometry, with ωB97M-V/def2-TZVPD.

Summary:
LUMO level ... 0.7 eV
Strongest force on any atom ... 2.65 eV/A
Relative energy (zero: lowest compared OMol25 entry of this formula, charge and spin) ... 153.68 kJ/mol
SMILES ... CC(C)(O)CO

The geometry in ORCA input format:
```
! RIJCOSX wB97M-V def2-TZVPD def2/J DEFGRID3
* xyz 0 1
C 1.37 0.82 -0.48
C 0.26 -0.09 -0.05
C 0.08 -1.33 -0.88
O 0.90 -0.52 1.35
C -1.04 0.67 0.24
O -1.82 -0.17 1.08
H 1.65 0.91 0.63
H 2.18 0.39 -1.08
H 1.07 1.77 -0.93
H -0.35 -1.09 -1.86
H 1.05 -1.81 -1.05
H -0.59 -2.01 -0.36
H 0.24 -0.38 2.05
H -0.81 1.63 0.74
H -1.56 0.90 -0.70
H -2.63 0.30 1.32
*
```


Computed, not measured: C33H45AlCl2O16P as an isolated structure in a non-equilibrium geometry, with ωB97M-V/def2-TZVPD.

Summary:
LUMO level ... -0.6 eV
Strongest force on any atom ... 2.36 eV/A

The geometry in ORCA input format:
```
! RIJCOSX wB97M-V def2-TZVPD def2/J DEFGRID3
* xyz -1 1
C 6.20 -0.45 -0.26
O 5.00 0.11 0.26
C 4.49 -0.82 1.22
C 2.98 -0.62 1.54
C 2.17 0.17 0.46
C 1.67 1.57 0.98
C 0.54 2.08 -0.01
C -0.83 2.32 0.70
C -2.05 2.43 -0.28
C -3.01 1.19 -0.02
C -2.30 -0.08 -0.67
C -1.92 -1.17 0.40
Al -2.58 -3.05 -0.01
C -4.27 -2.89 -1.16
C -1.25 -4.25 -1.00
Cl -1.17 -5.93 -0.21
C 0.20 -3.71 -1.15
C 1.07 -4.69 -2.04
Cl 0.23 -2.11 -2.06
P -3.22 -3.97 2.10
O -4.35 -4.97 2.00
O -3.71 -2.69 3.12
O -1.83 -4.59 2.86
H 5.99 -1.16 -1.10
H 6.77 -1.01 0.51
H 6.86 0.36 -0.64
H 5.07 -0.68 2.17
H 4.68 -1.85 0.86
H 2.86 -0.08 2.51
H 2.50 -1.61 1.69
H 2.68 0.27 -0.52
H 1.24 -0.41 0.27
H 2.51 2.28 1.06
H 1.17 1.40 1.96
H 0.50 1.36 -0.85
H 0.88 3.05 -0.45
H -0.74 3.30 1.23
H -1.07 1.56 1.46
H -2.67 3.33 -0.07
H -1.78 2.39 -1.35
H -3.18 1.05 1.06
H -4.00 1.32 -0.50
H -1.35 0.26 -1.13
H -2.94 -0.46 -1.49
H -2.39 -0.87 1.37
H -0.82 -1.21 0.57
H -4.04 -2.61 -2.22
H -4.88 -2.06 -0.73
H -4.87 -3.83 -1.17
H -1.63 -4.44 -2.02
H 0.74 -3.64 -0.19
H 1.88 -4.06 -2.48
H 1.51 -5.51 -1.44
H 0.44 -5.03 -2.88
H -3.02 -2.58 3.79
H -1.11 -4.02 2.59
C 9.85 -2.57 2.77
C 10.61 -3.25 3.64
C 10.04 -4.36 4.46
O 10.77 -4.97 5.22
C 8.62 -4.67 4.31
C 7.87 -3.99 3.45
C 8.44 -2.90 2.61
O 7.72 -2.32 1.82
O 6.56 -4.25 3.29
O 11.91 -2.97 3.81
H 10.25 -1.77 2.17
H 8.22 -5.47 4.93
H 6.25 -3.63 2.62
H 12.22 -3.60 4.49
C -1.61 5.85 -2.23
C -2.25 6.93 -2.69
C -1.77 8.31 -2.39
O -2.37 9.27 -2.84
C -0.58 8.46 -1.55
C 0.06 7.38 -1.09
C -0.41 6.00 -1.41
O 0.21 5.05 -0.98
O 1.15 7.48 -0.31
O -3.36 6.83 -3.44
H -1.95 4.85 -2.44
H -0.25 9.46 -1.32
H 1.41 6.56 -0.12
H -3.62 7.75 -3.64
C -7.11 1.86 -2.40
C -8.34 2.13 -2.85
C -9.45 1.14 -2.74
O -10.55 1.44 -3.15
C -9.15 -0.16 -2.14
C -7.92 -0.44 -1.70
C -6.82 0.57 -1.78
O -5.72 0.28 -1.34
O -7.62 -1.63 -1.15
O -8.64 3.31 -3.42
H -6.30 2.58 -2.47
H -9.96 -0.88 -2.09
H -6.67 -1.58 -0.91
H -9.58 3.25 -3.65
*
```


Computed, not measured: C16H12MoN3O4S5 as an isolated structure in a non-equilibrium geometry, with ωB97M-V/def2-TZVPD.

Summary:
LUMO level ... -11.9 eV
Strongest force on any atom ... 1.49 eV/A
Relative energy (zero: lowest compared OMol25 entry of this formula, charge and spin) ... 130.78 kJ/mol

The geometry in ORCA input format:
```
! RIJCOSX wB97M-V def2-TZVPD def2/J DEFGRID3
* xyz 3 1
Mo 0.29 -0.13 1.70
C 3.31 -2.08 1.60
C 3.34 -0.68 1.11
N 2.30 0.17 1.08
C 2.66 1.43 0.60
C 3.96 1.53 0.26
S 4.76 0.05 0.55
C 1.59 2.40 0.57
C 1.67 3.68 0.17
S 0.15 4.43 0.36
C -0.54 3.01 0.96
N 0.32 1.99 1.02
C -1.98 3.09 1.36
H 2.36 -2.34 2.06
H 4.10 -2.24 2.34
H 3.50 -2.78 0.78
H 4.48 2.39 -0.13
H 2.53 4.21 -0.21
H -2.32 4.12 1.25
H -2.14 2.80 2.39
H -2.59 2.48 0.70
S -3.44 -1.08 4.27
C -2.79 -0.56 3.02
S -2.24 0.02 1.61
S 0.55 -0.39 3.70
O 0.36 -4.00 0.00
C -0.10 -3.06 -0.41
O 0.26 -1.65 0.93
C -0.88 -2.42 -1.42
C -1.54 -3.29 -2.31
C -2.34 -2.77 -3.30
C -2.51 -1.40 -3.43
C -1.85 -0.56 -2.54
C -1.02 -1.04 -1.56
N -2.06 0.90 -2.58
O -1.64 1.53 -1.61
O -2.61 1.37 -3.53
H -1.43 -4.37 -2.20
H -2.84 -3.44 -3.99
H -3.15 -0.97 -4.19
H -0.48 -0.33 -0.97
*
```


Number 1: DFT total energy -8403.954 eV, gap between HOMO and LUMO 10.72 eV. Number 2: DFT total energy -108643.548 eV, gap between HOMO and LUMO 4.64 eV. Number 3: DFT total energy -85448.940 eV, gap between HOMO and LUMO 5.83 eV.